# 1
The following is a quantum chemistry calculation of one molecule with the formula C11H10N2S at a distorted geometry, from OMol25.

Last column: Löwdin charge in e.
Atoms and positions in Å:
C: -2.31 -1.81 1.41  -0.065
C: -2.24 -2.42 0.16  -0.073
C: 3.12 0.42 0.09  -0.087
C: -1.77 -0.54 1.63  -0.004
C: 2.60 0.76 -1.24  -0.031
C: -1.53 -1.78 -0.77  -0.156
C: 2.12 0.50 0.98  -0.101
C: -1.06 0.02 0.55  -0.312
C: 1.30 1.06 -1.04  -0.312
C: 0.22 1.81 -1.80  -0.355
C: -0.25 1.22 0.70  -0.507
N: -1.02 -0.60 -0.59  0.114
N: 1.02 0.86 0.30  -0.116
S: -0.75 2.55 -0.44  0.947
H: -2.71 -2.28 2.38  0.130
H: -2.73 -3.37 -0.06  0.108
H: 4.04 -0.17 0.18  0.095
H: -1.70 -0.27 2.70  0.115
H: 2.99 0.58 -2.24  0.105
H: -1.38 -2.03 -1.85  0.135
H: 2.15 0.40 2.06  0.130
H: 0.74 2.43 -2.44  0.047
H: -0.43 1.04 -2.32  0.084
H: -0.43 1.63 1.67  0.110

Values from the calculation:
E_HOMO ... -0.3000 Ha
SMILES ... c1ccc([C@@H]2SCc3cccn32)nc1
ΔE to the lowest compared entry with this formula, charge and spin ... 1.622 eV

=====

# 2
The following is a quantum chemistry calculation of C54H120F8N10NaO16S8 as an isolated structure at a distorted geometry, from OMol25.

Last column: Löwdin charge in e.
Atoms and positions in Å:
Na: 4.29 0.19 -0.43  0.456
C: -3.52 1.16 -6.31  -0.081
C: -2.40 1.04 -5.27  -0.253
C: -1.04 0.56 -5.81  -0.091
N: 0.17 0.47 -4.80  -0.183
C: 0.33 1.94 -4.21  -0.076
C: 1.64 2.14 -3.51  -0.198
C: 2.85 1.60 -4.21  -0.153
C: 2.62 0.20 -4.75  -0.163
C: 1.39 0.13 -5.63  -0.105
C: -0.13 -0.52 -3.70  0.033
H: -3.78 0.25 -6.85  0.084
H: -3.17 1.77 -7.14  0.084
H: -4.40 1.60 -5.85  0.075
H: -2.69 0.31 -4.52  0.093
H: -2.39 2.01 -4.77  0.093
H: -0.79 1.18 -6.67  0.141
H: -1.25 -0.46 -6.13  0.132
H: 0.44 2.67 -5.02  0.141
H: -0.55 2.30 -3.69  0.109
H: 1.94 3.18 -3.36  0.118
H: 1.54 1.65 -2.55  0.098
H: 2.89 2.13 -5.16  0.124
H: 3.79 1.83 -3.71  0.131
H: 3.49 -0.15 -5.31  0.142
H: 2.50 -0.56 -3.98  0.086
H: 1.72 0.77 -6.46  0.146
H: 1.11 -0.78 -6.15  0.139
H: 0.69 -0.75 -3.02  0.092
H: -0.40 -1.46 -4.16  0.105
H: -0.85 -0.02 -3.05  0.091
C: 2.13 -3.66 6.62  -0.090
C: 2.37 -2.11 6.85  -0.179
C: 3.11 -1.45 5.63  -0.105
N: 2.99 0.12 5.66  -0.230
C: 3.70 0.45 4.33  -0.097
C: 3.99 2.01 4.12  -0.131
C: 4.74 2.52 5.38  -0.152
C: 3.97 2.19 6.68  -0.134
C: 3.56 0.73 6.92  -0.094
C: 1.52 0.66 5.45  0.061
H: 1.31 -3.86 5.92  0.061
H: 1.85 -4.27 7.47  0.075
H: 3.02 -4.19 6.27  0.061
H: 3.05 -2.01 7.69  0.107
H: 1.38 -1.66 6.96  0.101
H: 2.51 -1.75 4.78  0.114
H: 4.18 -1.68 5.65  0.128
H: 4.73 0.10 4.38  0.127
H: 3.13 0.02 3.52  0.112
H: 4.58 2.16 3.22  0.098
H: 3.10 2.55 3.80  0.105
H: 5.76 2.15 5.38  0.118
H: 4.95 3.59 5.32  0.123
H: 4.50 2.63 7.53  0.128
H: 2.97 2.63 6.62  0.109
H: 4.40 0.07 7.13  0.135
H: 2.74 0.69 7.63  0.134
H: 1.00 0.08 4.69  0.103
H: 1.65 1.74 5.30  0.094
H: 0.98 0.35 6.34  0.095
C: 0.99 -4.03 -2.69  -0.079
C: -0.48 -4.01 -2.28  -0.233
C: -0.88 -5.44 -1.91  -0.123
N: -2.36 -5.67 -1.60  -0.224
C: -2.58 -7.18 -1.36  -0.102
C: -3.98 -7.57 -0.97  -0.159
C: -4.47 -6.70 0.25  -0.127
C: -4.16 -5.17 0.08  -0.150
C: -2.74 -4.76 -0.37  -0.075
C: -3.26 -5.14 -2.82  0.070
H: 1.15 -2.99 -2.98  0.045
H: 1.14 -4.45 -3.68  0.101
H: 1.71 -4.37 -1.94  0.072
H: -1.00 -3.60 -3.15  0.093
H: -0.73 -3.35 -1.45  0.082
H: -0.28 -5.78 -1.07  0.124
H: -0.79 -6.03 -2.82  0.138
H: -1.85 -7.33 -0.57  0.139
H: -2.51 -7.59 -2.37  0.139
H: -4.07 -8.65 -0.93  0.132
H: -4.67 -7.46 -1.81  0.112
H: -4.11 -7.12 1.18  0.113
H: -5.56 -6.82 0.27  0.115
H: -4.28 -4.71 1.06  0.118
H: -4.86 -4.64 -0.57  0.105
H: -2.04 -4.99 0.43  0.120
H: -2.61 -3.74 -0.75  0.118
H: -2.96 -5.75 -3.68  0.108
H: -3.00 -4.10 -3.04  0.085
H: -4.34 -5.22 -2.66  0.097
C: 5.55 -3.16 2.92  -0.080
C: 4.99 -4.26 2.07  -0.236
C: 4.10 -5.32 2.70  -0.068
N: 3.41 -6.47 1.84  -0.198
C: 2.85 -7.61 2.75  -0.096
C: 1.72 -7.12 3.68  -0.137
C: 0.59 -6.50 2.85  -0.196
C: 1.02 -5.42 1.92  -0.188
C: 2.20 -5.87 1.07  -0.098
C: 4.35 -7.27 0.86  0.072
H: 6.39 -2.54 2.61  0.089
H: 5.93 -3.60 3.84  0.083
H: 4.74 -2.47 3.17  0.057
H: 5.82 -4.76 1.57  0.111
H: 4.42 -3.71 1.31  0.092
H: 3.26 -4.86 3.24  0.109
H: 4.56 -5.92 3.49  0.133
H: 3.71 -8.02 3.28  0.134
H: 2.50 -8.43 2.12  0.127
H: 2.18 -6.51 4.46  0.107
H: 1.31 -7.95 4.25  0.127
H: -0.19 -6.04 3.46  0.120
H: 0.03 -7.23 2.27  0.116
H: 1.33 -4.53 2.47  0.099
H: 0.14 -5.06 1.37  0.102
H: 2.58 -4.95 0.61  0.106
H: 1.97 -6.62 0.31  0.131
H: 5.25 -7.29 1.47  0.110
H: 4.46 -6.53 0.06  0.098
H: 3.99 -8.28 0.62  0.108
C: -4.25 8.38 0.50  -0.081
C: -3.09 8.42 -0.51  -0.204
C: -2.88 6.97 -0.96  -0.066
N: -1.74 6.84 -2.12  -0.216
C: -1.56 5.38 -2.42  -0.143
C: -0.93 4.62 -1.26  -0.163
C: 0.48 5.18 -0.93  -0.156
C: 0.46 6.68 -0.79  -0.139
C: -0.36 7.52 -1.79  -0.048
C: -2.32 7.43 -3.39  0.006
H: -4.91 9.24 0.37  0.083
H: -3.94 8.37 1.54  0.080
H: -5.03 7.64 0.35  0.073
H: -2.23 8.99 -0.15  0.116
H: -3.41 9.08 -1.32  0.108
H: -3.76 6.47 -1.35  0.108
H: -2.58 6.34 -0.12  0.119
H: -2.56 4.98 -2.60  0.112
H: -0.85 5.21 -3.24  0.136
H: -1.55 4.58 -0.36  0.094
H: -0.72 3.58 -1.51  0.091
H: 0.67 4.66 0.01  0.110
H: 1.27 4.93 -1.63  0.105
H: -0.07 6.86 0.14  0.116
H: 1.42 7.14 -0.56  0.138
H: -0.56 8.52 -1.43  0.124
H: 0.13 7.53 -2.76  0.133
H: -1.83 7.04 -4.28  0.106
H: -2.06 8.49 -3.37  0.107
H: -3.40 7.28 -3.42  0.108
C: -9.15 3.32 -2.34  -0.075
C: -7.92 3.00 -1.48  -0.234
C: -6.73 2.23 -2.10  -0.092
N: -5.49 2.26 -1.10  -0.191
C: -4.38 1.52 -1.91  -0.103
C: -3.22 1.06 -1.03  -0.175
C: -3.64 0.42 0.27  -0.169
C: -4.67 1.25 1.13  -0.109
C: -5.87 1.50 0.22  -0.077
C: -5.04 3.72 -0.79  0.033
H: -8.83 4.00 -3.14  0.082
H: -9.89 3.81 -1.72  0.085
H: -9.69 2.42 -2.63  0.082
H: -8.25 2.38 -0.64  0.107
H: -7.58 3.96 -1.11  0.100
H: -6.34 2.72 -2.99  0.125
H: -6.92 1.19 -2.34  0.128
H: -4.89 0.72 -2.44  0.122
H: -4.03 2.24 -2.66  0.111
H: -2.64 0.44 -1.71  0.100
H: -2.61 1.90 -0.69  0.104
H: -4.02 -0.56 -0.03  0.102
H: -2.76 0.11 0.83  0.110
H: -4.86 0.71 2.06  0.133
H: -4.15 2.12 1.51  0.081
H: -6.34 0.57 -0.09  0.136
H: -6.60 2.11 0.75  0.128
H: -4.15 3.82 -0.18  0.092
H: -5.79 4.24 -0.19  0.105
H: -4.78 4.21 -1.74  0.088
N: 2.09 -0.08 0.35  -0.270
S: 0.97 -1.32 0.60  0.635
O: -0.41 -1.21 0.05  -0.294
O: 1.09 -1.92 1.92  -0.286
F: 1.61 -2.52 -0.31  -0.205
S: 1.15 0.98 0.68  0.387
O: 0.69 1.04 2.05  -0.258
O: 0.24 1.42 -0.36  -0.291
F: 2.25 2.20 0.58  -0.189
N: -1.28 5.13 3.16  -0.270
S: -0.82 3.64 2.96  0.444
O: -1.54 2.96 1.85  -0.356
O: -0.69 2.94 4.22  -0.292
F: 0.67 3.74 2.48  -0.174
S: -2.90 4.82 3.63  0.599
O: -3.11 4.81 5.09  -0.278
O: -3.82 4.11 2.80  -0.309
F: -3.40 6.38 3.40  -0.242
N: 5.25 2.45 -0.49  -0.313
S: 4.90 3.84 -1.00  0.450
O: 5.49 4.29 -2.24  -0.266
O: 4.63 4.75 0.09  -0.266
F: 3.43 3.48 -1.69  -0.255
S: 6.67 2.93 0.29  0.594
O: 6.57 3.04 1.73  -0.279
O: 7.61 3.88 -0.37  -0.252
F: 7.44 1.56 0.14  -0.179
N: 5.56 -1.60 -1.60  -0.258
S: 4.92 -2.88 -2.13  0.454
O: 4.60 -4.03 -1.25  -0.303
O: 5.23 -3.15 -3.54  -0.269
F: 3.45 -2.21 -2.30  -0.251
S: 6.91 -2.49 -1.29  0.551
O: 7.63 -3.10 -2.39  -0.212
O: 7.01 -3.07 0.03  -0.266
F: 7.78 -1.13 -1.03  -0.197

Values from the calculation:
E_HOMO ... -0.5077 Ha
Charge ... +3
ΔE to the lowest compared entry with this formula, charge and spin ... 0.000 eV

=====

# 3
The following is a quantum chemistry calculation of one molecule with the formula C4H5NO at a distorted geometry, from OMol25.

Last column: Löwdin charge in e.
Atoms and positions in Å:
C: -1.64 -0.12 -0.23  -0.043
C: -0.19 0.04 -0.36  -0.360
C: 0.34 0.52 0.80  -0.119
O: 1.66 0.19 0.81  0.041
C: 1.86 -0.34 -0.40  -0.196
N: 0.82 -0.42 -1.18  0.146
H: -1.55 0.31 0.84  0.102
H: -1.94 -1.10 0.14  0.075
H: -2.28 0.13 -1.10  0.088
H: 0.07 1.44 1.30  0.136
H: 2.86 -0.66 -0.61  0.130

Values from the calculation:
E_HOMO ... -0.3354 Ha
SMILES ... Cc1cocn1
ΔE to the lowest compared entry with this formula, charge and spin ... 2.185 eV

=====

# 4
The following is a quantum chemistry calculation of C2H4OS2 as an isolated structure at a distorted geometry, from OMol25.

Last column: Löwdin charge in e.
Atoms and positions in Å:
C: -0.52 -0.10 -0.50  -0.644
C: 0.05 -0.65 0.73  -0.951
H: -0.20 2.00 -0.13  -0.019
H: -1.52 0.24 -0.30  0.063
H: -0.62 -0.99 -1.35  0.166
H: 1.55 0.63 0.37  0.034
O: 1.42 -0.38 0.78  -0.166
S: 0.53 1.19 -1.04  0.817
S: -0.69 -1.94 1.43  0.698

Values from the calculation:
E_HOMO ... -0.3230 Ha
ΔE to the lowest compared entry with this formula, charge and spin ... 1.756 eV

=====

| no. | HOMO-LUMO gap (eV) |
| --- | --- |
| 1 | 8.9 |
| 2 | 7.7 |
| 3 | 10.1 |
| 4 | 8.5 |